# 1
{
  "formula": "C25H42CeN2O8P2",
  "method": "ωB97M-V/def2-TZVPD",
  "s2": 0.751,
  "multiplicity": 2,
  "charge": 1,
  "de_lowest_ev": 0.000,
  "homo_energy_ev": [-10.0033, -10.0299],
  "energy_ev": -77476.8646,
  "homo_lumo_gap_ev": [7.67, 7.70],
  "fmax_ha_per_bohr": 0.026,
  "elements": ["Ce", "C", "C", "O", "C", "C", "C", "N", "N", "C", "O", "C", "C", "C", "C", "C", "C", "H", "H", "H", "H", "H", "H", "H", "H", "H", "H", "H", "H", "C", "C", "C", "O", "P", "O", "C", "P", "O", "O", "C", "C", "C", "O", "C", "C", "C", "O", "C", "C", "C", "H", "H", "H", "H", "H", "H", "H", "H", "H", "H", "H", "H", "H", "H", "H", "H", "H", "H", "H", "H", "H", "H", "H", "H", "H", "H", "H", "H", "H", "H"],
  "xyz": [[-1.585, 0.486, -0.907], [-5.523, -1.832, -0.211], [-4.679, -0.590, -0.270], [-3.430, -0.789, -0.596], [-5.211, 0.648, -0.031], [-4.494, 1.896, -0.058], [-5.285, 3.159, -0.209], [-3.195, 1.926, 0.041], [-2.581, 3.207, -0.064], [-1.798, 3.361, -1.090], [-1.518, 2.449, -1.998], [-1.063, 4.654, -1.215], [-1.412, 5.767, -0.457], [-0.683, 6.939, -0.576], [0.397, 7.009, -1.447], [0.744, 5.903, -2.211], [0.011, 4.729, -2.097], [-4.876, -2.700, -0.106], [-6.087, -1.942, -1.140], [-6.243, -1.806, 0.606], [-6.278, 0.707, 0.134], [-6.346, 2.966, -0.076], [-5.130, 3.572, -1.208], [-4.944, 3.918, 0.494], [-2.252, 5.706, 0.222], [-0.961, 7.807, 0.008], [0.959, 7.930, -1.537], [1.576, 5.960, -2.900], [0.259, 3.867, -2.700], [5.301, 0.265, 0.046], [4.227, -0.753, 0.332], [4.555, -2.142, -0.157], [3.000, -0.318, -0.386], [1.720, 0.112, 0.394], [0.694, 0.683, -0.537], [1.037, -1.368, 1.181], [0.113, -2.485, 0.100], [-0.656, -1.691, -0.907], [1.214, -3.422, -0.475], [1.058, -4.209, -1.729], [1.610, -3.381, -2.860], [1.778, -5.510, -1.489], [-0.872, -3.314, 0.974], [-0.460, -4.380, 1.917], [-0.785, -3.895, 3.307], [-1.194, -5.627, 1.498], [2.117, 1.037, 1.569], [1.885, 2.518, 1.706], [0.413, 2.776, 1.885], [2.508, 3.259, 0.551], [6.246, -0.065, 0.478], [5.055, 1.237, 0.469], [5.431, 0.371, -1.031], [3.992, -0.765, 1.400], [4.825, -2.118, -1.214], [3.718, -2.828, -0.031], [5.407, -2.526, 0.406], [0.344, -1.023, 1.955], [1.835, -1.927, 1.678], [-0.012, -4.384, -1.861], [2.673, -3.189, -2.708], [1.088, -2.431, -2.954], [1.494, -3.927, -3.798], [2.846, -5.343, -1.344], [1.653, -6.166, -2.351], [1.380, -6.021, -0.613], [0.618, -4.519, 1.795], [-1.839, -3.628, 3.382], [-0.186, -3.026, 3.583], [-0.581, -4.684, 4.032], [-2.272, -5.470, 1.540], [-0.937, -6.449, 2.167], [-0.929, -5.915, 0.481], [2.426, 2.721, 2.628], [-0.136, 2.594, 0.961], [0.255, 3.828, 2.128], [-0.001, 2.179, 2.698], [2.004, 3.045, -0.392], [3.569, 3.038, 0.453], [2.401, 4.329, 0.740]],
  "mulliken_spin": [0.997, 0.000, -0.001, -0.001, 0.003, -0.001, 0.000, 0.000, 0.003, 0.001, -0.003, 0.000, 0.000, 0.000, 0.000, 0.000, 0.000, 0.000, 0.000, 0.000, 0.000, 0.000, 0.000, 0.000, 0.000, 0.000, 0.000, 0.000, 0.000, 0.000, 0.000, 0.000, 0.000, 0.000, -0.003, 0.005, 0.001, -0.001, 0.001, 0.000, 0.000, 0.000, -0.001, 0.000, 0.000, 0.000, 0.000, 0.000, -0.002, 0.000, 0.000, 0.000, 0.000, 0.000, 0.000, 0.000, 0.000, -0.002, 0.000, 0.000, 0.000, 0.000, 0.000, 0.000, 0.000, 0.000, 0.000, 0.000, 0.000, 0.000, 0.000, 0.000, 0.000, 0.000, 0.003, 0.000, 0.000, 0.000, 0.000, 0.000]
}

# 2
{
  "formula": "C25H42N6O8PW",
  "method": "ωB97M-V/def2-TZVPD",
  "s2": 2.010,
  "multiplicity": 3,
  "charge": 3,
  "de_lowest_ev": 2.182,
  "homo_energy_ev": [-15.3575, -15.7338],
  "energy_ev": -63018.8758,
  "homo_lumo_gap_ev": [7.76, 7.59],
  "fmax_ha_per_bohr": 0.029,
  "elements": ["W", "O", "C", "C", "N", "C", "C", "O", "O", "C", "C", "O", "O", "H", "H", "H", "H", "H", "H", "H", "H", "H", "C", "O", "C", "C", "C", "C", "C", "C", "O", "C", "O", "C", "H", "H", "H", "H", "H", "H", "H", "H", "H", "C", "N", "C", "N", "C", "N", "C", "P", "C", "C", "H", "H", "H", "H", "H", "H", "H", "H", "H", "H", "H", "H", "H", "N", "C", "C", "N", "C", "C", "H", "H", "H", "H", "H", "H", "H", "H", "H", "H", "H"],
  "xyz": [[-1.019, -0.958, 0.538], [-1.620, -1.969, -1.412], [-2.684, -2.940, -1.229], [-2.306, -3.747, -0.009], [-2.084, -2.871, 1.177], [-3.341, -2.437, 1.834], [-3.635, -0.978, 1.441], [-4.335, -0.242, 2.067], [-2.969, -0.652, 0.327], [-1.033, -3.440, 2.061], [0.286, -2.772, 1.646], [1.222, -2.582, 2.387], [0.284, -2.480, 0.335], [-1.887, -1.315, -2.070], [-2.728, -3.586, -2.105], [-3.635, -2.422, -1.112], [-1.374, -4.271, -0.210], [-3.078, -4.486, 0.216], [-3.275, -2.525, 2.916], [-4.181, -3.054, 1.506], [-0.894, -4.518, 1.936], [-1.237, -3.237, 3.110], [-3.176, 3.616, -3.804], [-3.620, 3.952, -2.489], [-3.125, 3.325, -1.439], [-3.665, 3.716, -0.195], [-3.228, 3.113, 0.942], [-2.256, 2.074, 0.917], [-1.935, 1.404, 2.122], [-2.319, 1.941, 3.461], [-1.303, 0.271, 2.166], [-1.705, 1.711, -0.352], [-0.734, 0.785, -0.424], [-2.133, 2.342, -1.506], [-3.787, 4.210, -4.476], [-3.336, 2.555, -4.003], [-2.125, 3.881, -3.931], [-4.427, 4.481, -0.184], [-3.669, 3.402, 1.885], [-2.176, 3.016, 3.539], [-1.757, 1.423, 4.236], [-3.379, 1.728, 3.625], [-1.678, 2.065, -2.446], [2.610, 2.393, 3.430], [2.568, 2.631, 1.904], [3.884, 2.101, 1.312], [4.083, 0.740, 1.655], [4.092, 0.574, 3.112], [2.838, 1.026, 3.706], [1.710, 0.158, 3.381], [1.409, 0.105, 1.551], [1.384, 1.954, 1.285], [3.153, -0.174, 0.996], [1.655, 2.736, 3.828], [3.420, 3.015, 3.811], [2.512, 3.636, 1.729], [4.678, 2.727, 1.721], [3.820, 2.242, 0.232], [4.913, 1.161, 3.525], [4.254, -0.473, 3.356], [0.806, 0.508, 3.883], [1.915, -0.851, 3.734], [0.484, 2.381, 1.730], [1.365, 2.186, 0.220], [3.228, -0.059, -0.089], [3.426, -1.201, 1.243], [3.060, -1.850, -4.702], [2.896, -0.457, -4.157], [1.448, -0.276, -3.697], [0.999, -1.282, -2.753], [1.238, -2.632, -3.242], [2.680, -2.884, -3.676], [4.020, -1.998, -5.021], [2.464, -1.962, -5.527], [3.179, 0.247, -4.938], [3.600, -0.375, -3.329], [0.796, -0.321, -4.576], [1.332, 0.720, -3.270], [1.398, -1.174, -1.826], [0.575, -2.812, -4.096], [0.968, -3.352, -2.472], [2.816, -3.868, -4.122], [3.381, -2.766, -2.849]],
  "mulliken_spin": [1.492, 0.043, 0.011, 0.016, 0.033, -0.024, 0.066, -0.004, -0.004, -0.015, 0.065, 0.069, 0.069, 0.011, -0.003, 0.003, -0.003, -0.002, -0.005, -0.001, 0.016, -0.011, 0.000, 0.003, 0.006, 0.008, -0.008, 0.062, 0.040, 0.000, -0.012, 0.056, -0.004, 0.004, 0.000, 0.000, 0.000, 0.000, 0.000, 0.001, -0.002, 0.001, -0.001, 0.000, 0.000, 0.001, 0.000, 0.001, -0.001, 0.001, 0.034, -0.006, 0.005, 0.000, 0.000, 0.000, 0.000, 0.000, 0.000, 0.000, 0.000, 0.001, -0.003, -0.002, 0.000, 0.001, 0.000, 0.000, 0.006, -0.017, 0.003, 0.000, 0.000, 0.000, 0.000, 0.000, 0.000, 0.000, 0.001, 0.001, -0.001, 0.000, 0.000]
}

# 3
{
  "formula": "C25H43AsF2NPdSi2Te",
  "method": "ωB97M-V/def2-TZVPD",
  "s2": 2.007,
  "multiplicity": 3,
  "charge": 1,
  "de_lowest_ev": 0.000,
  "homo_energy_ev": [-10.5016, -11.0905],
  "energy_ev": -120909.8148,
  "homo_lumo_gap_ev": [8.16, 6.37],
  "fmax_ha_per_bohr": 0.016,
  "elements": ["Pd", "F", "C", "C", "C", "C", "C", "F", "C", "C", "C", "C", "C", "C", "N", "H", "H", "H", "H", "H", "H", "C", "C", "As", "C", "C", "C", "C", "H", "H", "H", "H", "H", "H", "H", "H", "H", "H", "H", "H", "H", "H", "H", "C", "Si", "C", "C", "C", "Te", "C", "Si", "C", "C", "C", "H", "H", "H", "H", "H", "H", "H", "H", "H", "H", "H", "H", "H", "H", "H", "H", "H", "H", "H", "H", "H", "H"],
  "xyz": [[0.802, -0.065, -0.074], [5.094, 1.892, 2.435], [4.476, 1.722, 1.261], [3.222, 1.134, 1.239], [2.598, 0.960, 0.018], [3.196, 1.355, -1.183], [4.444, 1.960, -1.084], [5.071, 2.402, -2.189], [5.105, 2.153, 0.114], [2.475, 1.084, -2.449], [3.038, 1.151, -3.722], [2.263, 0.845, -4.826], [0.939, 0.476, -4.657], [0.451, 0.416, -3.366], [1.190, 0.709, -2.294], [2.767, 0.838, 2.177], [6.075, 2.629, 0.141], [4.070, 1.434, -3.849], [2.697, 0.894, -5.817], [0.301, 0.234, -5.497], [-0.575, 0.126, -3.180], [0.020, -4.012, 2.252], [-0.079, -4.064, 0.730], [0.762, -2.541, -0.127], [2.668, -2.822, 0.217], [3.160, -4.266, 0.177], [0.566, -2.941, -2.032], [0.456, -4.414, -2.423], [-0.352, -4.940, 2.688], [-0.571, -3.194, 2.663], [1.050, -3.881, 2.590], [-1.117, -4.085, 0.399], [0.412, -4.947, 0.326], [2.876, -2.363, 1.183], [3.176, -2.204, -0.524], [2.653, -4.893, 0.912], [4.226, -4.295, 0.406], [3.025, -4.719, -0.804], [1.420, -2.460, -2.510], [-0.317, -2.394, -2.360], [1.306, -5.000, -2.077], [0.413, -4.509, -3.509], [-0.448, -4.870, -2.019], [-2.618, -1.275, 4.203], [-1.868, 0.061, 3.158], [-2.378, 1.734, 3.782], [-0.010, 0.003, 3.198], [-2.579, -0.255, 1.431], [-1.696, 0.616, -0.301], [-1.928, 2.658, 0.245], [-3.273, 3.552, -0.755], [-2.600, 3.749, -2.474], [-3.573, 5.160, 0.107], [-4.820, 2.521, -0.769], [-2.194, -1.272, 5.213], [-2.452, -2.267, 3.770], [-3.699, -1.127, 4.297], [-2.283, 1.753, 4.873], [-3.419, 1.975, 3.542], [-1.735, 2.526, 3.388], [0.326, 0.275, 4.206], [0.407, 0.743, 2.515], [0.406, -0.971, 2.957], [-3.632, 0.050, 1.433], [-2.552, -1.324, 1.207], [-0.954, 3.130, 0.081], [-2.141, 2.675, 1.313], [-1.819, 4.514, -2.510], [-3.380, 4.031, -3.187], [-2.162, 2.807, -2.821], [-2.653, 5.748, 0.184], [-3.949, 4.981, 1.119], [-4.314, 5.765, -0.425], [-4.639, 1.522, -1.173], [-5.584, 2.990, -1.396], [-5.239, 2.416, 0.238]],
  "mulliken_spin": [1.254, 0.002, 0.007, -0.242, 0.465, -0.254, 0.070, 0.003, 0.029, 0.030, 0.010, -0.002, 0.005, -0.004, 0.095, 0.007, 0.000, 0.000, -0.001, 0.000, 0.002, -0.001, 0.015, 0.085, 0.028, 0.022, 0.003, 0.005, 0.000, -0.003, 0.000, 0.001, 0.004, 0.011, 0.018, -0.001, 0.000, -0.001, -0.002, -0.002, -0.001, 0.000, 0.000, 0.000, 0.002, 0.000, 0.016, -0.008, 0.292, 0.016, 0.012, 0.000, 0.002, 0.007, 0.000, 0.000, 0.000, 0.000, 0.000, 0.000, 0.003, -0.013, 0.011, 0.004, -0.004, 0.005, -0.009, 0.000, 0.000, 0.000, 0.000, 0.000, 0.001, 0.000, 0.000, 0.000]
}

- Which of these has the lowest multiplicity?
  C25H42CeN2O8P2

- Among the records above, which one has the lowest multiplicity?
  C25H42CeN2O8P2